(1)
{
  "formula": "ClH2OP",
  "method": "ωB97M-V/def2-TZVPD",
  "energy_ha": -877.95881,
  "charge": 0,
  "e_above_lowest_kcal_mol": 30.1,
  "orbital_gap_ev": 9.79,
  "e_homo_ev": -11.2,
  "species": ["O", "P", "Cl", "H", "H"],
  "coordinates": [[-0.63258, -0.93220, -1.42828], [-0.16188, -0.09863, -0.23276], [0.80449, -0.15269, 1.90923], [1.05711, 0.36956, -0.54155], [-1.06715, 0.81396, 0.29336]]
}

---

(2)
{
  "formula": "C52H60NP3S2W",
  "method": "ωB97M-V/def2-TZVPD",
  "energy_ha": -3959.28858,
  "charge": 2,
  "e_above_lowest_kcal_mol": 31.4,
  "orbital_gap_ev": 6.80,
  "e_homo_ev": -13.3,
  "species": ["W", "S", "P", "C", "P", "S", "C", "C", "C", "C", "C", "C", "C", "C", "C", "C", "C", "C", "C", "C", "C", "C", "C", "C", "C", "C", "C", "C", "C", "C", "H", "H", "H", "H", "H", "H", "H", "H", "H", "H", "H", "H", "H", "H", "H", "H", "H", "H", "H", "H", "C", "C", "C", "N", "H", "H", "H", "H", "H", "C", "C", "C", "C", "P", "C", "C", "C", "C", "C", "C", "C", "C", "C", "C", "H", "H", "H", "H", "H", "H", "H", "H", "H", "H", "H", "H", "H", "H", "H", "H", "H", "H", "H", "H", "H", "H", "H", "C", "C", "C", "C", "C", "C", "C", "C", "C", "C", "H", "H", "H", "H", "H", "H", "H", "H", "H", "H", "H", "H"],
  "coordinates": [[0.03625, 0.31400, -0.07955], [0.43575, -1.87802, 0.78301], [-1.08282, -2.37860, -0.53489], [-1.49679, -0.81228, -1.10674], [-1.29414, -0.06352, -2.63388], [0.10406, 1.41590, -2.20762], [-0.71852, -1.04346, -4.00972], [-1.61956, -1.93743, -4.59239], [-1.23395, -2.68582, -5.69137], [0.04110, -2.53051, -6.22337], [0.93121, -1.62728, -5.65960], [0.55561, -0.88420, -4.54771], [-2.75181, 0.79139, -3.22637], [-4.01915, 0.37394, -2.84384], [-5.14737, 1.01767, -3.34227], [-5.00242, 2.07452, -4.22614], [-3.73359, 2.48478, -4.62599], [-2.61083, 1.84444, -4.13389], [-0.56436, -3.61651, -1.71793], [0.78616, -3.80794, -2.00280], [1.17232, -4.77361, -2.92064], [0.21394, -5.55115, -3.55501], [-1.13293, -5.37845, -3.25974], [-1.52448, -4.42080, -2.33840], [-2.38680, -3.15835, 0.42249], [-3.68640, -3.18663, -0.08022], [-4.67725, -3.88859, 0.58851], [-4.37610, -4.55742, 1.76775], [-3.08398, -4.53155, 2.27473], [-2.08796, -3.84352, 1.59810], [-2.62547, -2.04059, -4.19985], [-1.93100, -3.37961, -6.14304], [0.33399, -3.10566, -7.09264], [1.91259, -1.49073, -6.09579], [1.24198, -0.17120, -4.11326], [-4.13020, -0.46998, -2.18419], [-6.13411, 0.68779, -3.04425], [-5.87847, 2.57348, -4.61969], [-3.62574, 3.30170, -5.32729], [-1.62846, 2.16432, -4.46496], [1.53309, -3.21664, -1.49086], [2.22224, -4.93118, -3.13191], [0.51812, -6.30849, -4.26605], [-1.87844, -6.00002, -3.73824], [-2.57637, -4.32019, -2.10044], [-3.92731, -2.66127, -0.99895], [-5.68527, -3.91153, 0.19539], [-5.14992, -5.10371, 2.29108], [-2.84907, -5.05264, 3.19337], [-1.08069, -3.84462, 1.99815], [4.39142, -2.69139, -3.47008], [4.43503, -1.34804, -2.73493], [3.13152, -1.04989, -2.09511], [2.09539, -0.84755, -1.64385], [5.32577, -2.83810, -4.00778], [3.56933, -2.71848, -4.18523], [4.26979, -3.51435, -2.76650], [4.66496, -0.52342, -3.40958], [5.19678, -1.34631, -1.95520], [-0.36694, 3.76927, 1.74000], [-1.75002, 3.23904, 1.38200], [-2.78695, 4.06242, 2.16671], [-2.05764, 3.47184, -0.10437], [-1.79627, 1.37604, 1.65531], [-3.57456, 0.96400, 1.49939], [-4.11189, 0.09520, 0.57140], [-5.47973, -0.15947, 0.52882], [-6.33471, 0.43379, 1.43679], [-5.80851, 1.28571, 2.39954], [-4.45179, 1.54680, 2.43011], [-1.37280, 0.77413, 3.39916], [-2.03841, -0.59895, 3.56812], [0.12842, 0.61755, 3.59651], [-1.82814, 1.72534, 4.51572], [-0.35197, 4.84561, 1.55024], [0.41228, 3.31667, 1.13631], [-0.11937, 3.61462, 2.79081], [-2.56038, 5.10845, 1.94765], [-2.73612, 3.94294, 3.24505], [-3.80364, 3.88503, 1.82861], [-2.01244, 4.54835, -0.28953], [-3.06033, 3.12759, -0.36891], [-1.34735, 3.00437, -0.78641], [-3.45263, -0.38225, -0.12894], [-5.87700, -0.83413, -0.22093], [-7.39885, 0.23826, 1.40614], [-6.45502, 1.75714, 3.12842], [-4.09599, 2.21722, 3.18972], [-1.78735, -1.28440, 2.75654], [-3.12362, -0.54255, 3.63902], [-1.65681, -1.03509, 4.49521], [0.57666, -0.13499, 2.95135], [0.29905, 0.30452, 4.62947], [0.64998, 1.55891, 3.45718], [-2.89922, 1.88838, 4.57096], [-1.31562, 2.68533, 4.47167], [-1.53695, 1.25173, 5.45668], [3.87490, 0.71839, 0.91058], [2.80239, 1.77315, 1.27156], [3.05587, 2.98360, 0.33879], [1.46859, 1.20574, 0.82707], [2.91041, 2.13449, 2.75100], [3.27248, 1.16187, 3.68363], [3.39364, 1.47197, 5.02776], [3.14964, 2.76797, 5.46941], [2.81003, 3.74829, 4.55022], [2.70590, 3.43468, 3.19823], [3.94099, 0.61783, -0.17331], [3.66112, -0.26349, 1.33247], [4.84141, 1.05360, 1.28714], [3.05451, 2.65962, -0.70408], [4.04113, 3.39623, 0.56380], [2.32251, 3.77713, 0.44361], [1.75930, 0.81992, -0.23901], [3.45141, 0.14080, 3.36750], [3.67959, 0.70296, 5.73430], [3.24380, 3.01397, 6.51914], [2.64056, 4.76618, 4.87762], [2.45506, 4.22534, 2.50393]]
}

---

(3)
{
  "formula": "C6H18AlN3OP",
  "method": "ωB97M-V/def2-TZVPD",
  "energy_ha": -1061.45437,
  "charge": 3,
  "e_above_lowest_kcal_mol": 26.1,
  "orbital_gap_ev": 3.43,
  "e_homo_ev": -19.3,
  "species": ["Al", "O", "P", "N", "C", "C", "N", "C", "C", "N", "C", "C", "H", "H", "H", "H", "H", "H", "H", "H", "H", "H", "H", "H", "H", "H", "H", "H", "H", "H"],
  "coordinates": [[0.80930, -2.00522, 6.81553], [-0.07917, -0.68507, 1.99199], [-0.04803, -0.29775, 0.56621], [-1.52464, 0.41086, -0.01206], [-2.58326, 0.84746, 0.91928], [-1.51505, 0.88420, -1.40615], [0.29826, -1.59130, -0.50498], [-0.36503, -2.85040, -0.20214], [0.87259, -1.36665, -1.81740], [1.12850, 0.91361, 0.23636], [2.53400, 0.70953, 0.06958], [0.82974, 2.31394, 0.38857], [-3.51936, 0.82924, 0.36116], [-2.35663, 1.75375, 1.48087], [-2.57400, -0.05118, 1.53609], [-1.69222, 1.95640, -1.32178], [-2.39730, 0.47969, -1.90224], [-0.53092, 0.83236, -1.87185], [-1.40554, -2.68825, 0.07922], [-0.33576, -3.43156, -1.12383], [0.09973, -3.39460, 0.62002], [1.75908, -0.76240, -1.62481], [1.15725, -2.33018, -2.24013], [0.25146, -0.75098, -2.46799], [2.99045, -0.28027, 0.07562], [2.88493, 1.19450, -0.84133], [3.04899, 1.24900, 0.86447], [-0.20779, 2.53234, 0.13574], [1.48189, 2.93967, -0.22074], [0.98848, 2.63925, 1.41671]]
}

---

(4)
{
  "formula": "C8H28O10",
  "method": "ωB97M-V/def2-TZVPD",
  "energy_ha": -1073.91579,
  "charge": 0,
  "e_above_lowest_kcal_mol": 18.2,
  "orbital_gap_ev": 10.08,
  "e_homo_ev": -9.8,
  "species": ["O", "H", "H", "O", "H", "H", "C", "C", "O", "O", "H", "H", "H", "H", "H", "H", "C", "C", "O", "O", "H", "H", "H", "H", "H", "H", "C", "C", "O", "O", "H", "H", "H", "H", "H", "H", "C", "C", "O", "O", "H", "H", "H", "H", "H", "H"],
  "coordinates": [[2.03201, -0.15161, 3.15813], [1.63005, -0.88127, 3.63681], [1.34324, 0.14444, 2.54072], [0.50552, 0.47335, 0.89277], [1.20635, 0.73029, 0.28036], [-0.26430, 0.96099, 0.58189], [-2.12100, 3.23932, 4.51115], [-1.58267, 2.03037, 3.77553], [-0.29876, 1.70308, 4.27718], [-3.48933, 3.45079, 4.18603], [-1.58816, 4.09121, 4.06585], [-1.91405, 3.18236, 5.57651], [-1.57097, 2.18795, 2.69026], [-2.22525, 1.14675, 3.86633], [0.37181, 2.13070, 3.73794], [-3.95252, 3.85608, 4.92127], [-1.08424, 0.43034, -3.72789], [-0.84867, 1.60928, -2.78690], [-1.01995, 1.22284, -1.44256], [-2.44515, 0.02510, -3.69363], [-0.50415, -0.43745, -3.41503], [-0.76754, 0.71664, -4.73877], [-1.60437, 2.35487, -3.07368], [0.14371, 2.03237, -2.92553], [-1.93618, 0.98110, -1.28108], [-2.96474, 0.62480, -4.23764], [3.11122, -1.61652, -1.29366], [3.60649, -0.24751, -1.63669], [2.73452, 0.76182, -1.16466], [2.86994, -1.86104, 0.08547], [3.76068, -2.42331, -1.63084], [2.16650, -1.76656, -1.83473], [3.67735, -0.18877, -2.73472], [4.64673, -0.05634, -1.33950], [3.05350, 1.64153, -1.37534], [2.75006, -1.03515, 0.56773], [-0.00186, -3.45238, -1.24319], [-0.98370, -2.60011, -0.50095], [-1.96601, -2.05879, -1.37746], [-0.58484, -4.68323, -1.67770], [0.82925, -3.65878, -0.55804], [0.41957, -3.01471, -2.14509], [-0.50825, -1.78068, 0.05430], [-1.44988, -3.19735, 0.29960], [-2.46330, -1.35922, -0.95122], [-0.71867, -5.25757, -0.91937]]
}

---

(5)
{
  "formula": "C5H6N5O2",
  "method": "ωB97M-V/def2-TZVPD",
  "energy_ha": -618.14263,
  "charge": 1,
  "e_above_lowest_kcal_mol": 0.0,
  "orbital_gap_ev": 9.77,
  "e_homo_ev": -13.4,
  "species": ["C", "C", "C", "C", "C", "N", "N", "N", "N", "N", "O", "O", "H", "H", "H", "H", "H", "H"],
  "coordinates": [[2.25669, -0.98183, -0.20590], [-2.27916, -1.63832, 0.34971], [-2.18424, -0.30425, 0.03967], [-0.17998, -1.22820, -0.03663], [0.93074, 1.51349, 0.34738], [1.13075, -1.45219, -0.23822], [-1.06741, -2.19121, 0.19164], [-0.89889, 0.00384, -0.08772], [1.61119, 2.56868, -0.08092], [-0.26048, 1.17050, -0.33601], [3.38986, -0.80135, -0.30284], [1.38927, 0.77672, 1.18001], [-3.23297, -2.13433, 0.41816], [-3.09656, 0.28760, -0.01487], [-0.86619, -3.17729, 0.23036], [1.10082, 3.41287, -0.36709], [2.52412, 2.77237, 0.29979], [-0.26755, 1.40289, -1.38654]]
}

---

(6)
{
  "formula": "C34H63BaN2O16",
  "method": "ωB97M-V/def2-TZVPD",
  "energy_ha": -2671.29823,
  "charge": 1,
  "e_above_lowest_kcal_mol": 267.3,
  "orbital_gap_ev": 3.19,
  "e_homo_ev": -9.0,
  "species": ["Ba", "C", "C", "O", "O", "H", "H", "H", "C", "C", "C", "C", "C", "C", "N", "O", "O", "H", "H", "H", "H", "H", "C", "C", "C", "C", "C", "C", "N", "O", "O", "H", "H", "H", "H", "H", "C", "O", "C", "C", "O", "C", "H", "H", "H", "H", "H", "H", "H", "H", "H", "H", "C", "O", "C", "C", "O", "C", "H", "H", "H", "H", "H", "H", "H", "H", "H", "H", "C", "O", "C", "C", "O", "C", "H", "H", "H", "H", "H", "H", "H", "H", "H", "H", "C", "O", "C", "C", "O", "C", "H", "H", "H", "H", "H", "H", "H", "H", "H", "H", "C", "O", "C", "C", "O", "C", "H", "H", "H", "H", "H", "H", "H", "H", "H", "H"],
  "coordinates": [[-13.61564, 6.10107, 3.85664], [-9.78563, 11.89084, 2.33941], [-10.66156, 10.58441, 2.56954], [-10.10500, 9.68365, 3.23231], [-11.80192, 10.42583, 2.09085], [-9.60627, 12.02487, 1.27266], [-8.87140, 11.85299, 2.93174], [-10.28368, 12.80456, 2.66370], [-5.95392, 18.37421, -0.13163], [-4.94827, 19.26451, -0.00708], [-4.24210, 19.35311, 1.15971], [-4.50411, 18.50510, 2.25837], [-5.49608, 17.54343, 2.14582], [-6.23290, 17.45841, 0.92610], [-3.81102, 18.64058, 3.53545], [-4.32684, 18.07373, 4.54100], [-2.86563, 19.44794, 3.67306], [-6.64598, 18.46885, -0.95533], [-4.74789, 19.93791, -0.82732], [-3.52163, 20.14901, 1.27745], [-5.79369, 16.98484, 3.02092], [-7.09495, 16.81064, 0.86568], [-14.13453, 10.12244, -6.27901], [-13.35854, 10.84150, -7.16673], [-12.01736, 11.15319, -6.77903], [-11.55068, 10.91838, -5.50824], [-12.37271, 10.20852, -4.58526], [-13.62983, 9.72808, -5.00531], [-10.18083, 11.23360, -5.19865], [-9.76155, 12.34476, -5.48322], [-9.53810, 10.29955, -4.70682], [-15.12184, 9.78717, -6.56047], [-13.73239, 11.29319, -8.07371], [-11.41565, 11.68454, -7.50154], [-11.97665, 10.03876, -3.59495], [-14.22682, 9.08839, -4.37223], [-10.34175, 4.15527, 7.11933], [-11.69294, 3.89394, 7.15620], [-12.14049, 3.42889, 8.44044], [-13.54021, 2.85763, 8.25673], [-14.40380, 3.65781, 7.46996], [-15.67033, 3.20853, 7.67490], [-10.12111, 4.67835, 6.18885], [-9.71531, 3.26426, 7.07729], [-10.03607, 4.88633, 7.86780], [-12.09392, 4.27163, 9.13018], [-11.37944, 2.76063, 8.84332], [-13.90470, 2.78946, 9.28172], [-13.49220, 1.82259, 7.91834], [-16.41912, 3.76105, 7.10732], [-15.95458, 3.40056, 8.70952], [-15.94468, 2.17015, 7.48899], [-17.47996, 9.22744, 3.99521], [-16.69201, 8.92555, 5.16080], [-16.63064, 10.05786, 6.01769], [-15.31717, 10.07542, 6.66383], [-15.08138, 8.81227, 7.30396], [-15.58445, 8.62365, 8.64350], [-18.44610, 9.58331, 4.35304], [-17.65813, 8.37796, 3.33588], [-17.11537, 9.97769, 3.29358], [-17.35798, 9.93628, 6.82038], [-16.80118, 11.06321, 5.63258], [-15.21194, 10.93350, 7.32770], [-14.50877, 10.17871, 5.93999], [-16.59703, 8.23588, 8.53209], [-15.46809, 9.50763, 9.27050], [-15.03156, 7.77484, 9.04593], [-8.57876, 20.12064, 8.28896], [-9.87288, 19.73859, 8.06264], [-10.02919, 18.65639, 7.10034], [-11.51090, 18.36705, 6.95731], [-12.40790, 19.37911, 6.57621], [-12.56562, 20.44439, 7.57982], [-8.01841, 20.57257, 7.47051], [-8.04137, 19.26335, 8.69437], [-8.54616, 20.83711, 9.10977], [-9.42293, 17.78980, 7.36410], [-9.65611, 19.01649, 6.14157], [-11.85674, 17.75027, 7.78682], [-11.64751, 17.69944, 6.10658], [-13.51292, 20.97692, 7.49537], [-11.76032, 21.17871, 7.56073], [-12.66102, 20.03615, 8.58597], [-13.86015, 17.46216, -3.61438], [-14.69124, 16.82496, -2.68835], [-14.46879, 15.45960, -2.38523], [-15.60530, 14.89026, -1.47651], [-16.95044, 15.06781, -1.93386], [-17.44084, 16.36872, -1.96898], [-13.90966, 16.87605, -4.53205], [-12.83062, 17.50280, -3.25871], [-14.31998, 18.40583, -3.90787], [-13.53418, 15.30864, -1.84503], [-14.43604, 14.93452, -3.33986], [-15.51124, 15.37207, -0.50331], [-15.38674, 13.85191, -1.22717], [-18.50643, 16.39840, -2.19641], [-16.92187, 16.80140, -2.82428], [-17.34405, 16.88767, -1.01534], [-10.34183, 3.78912, 0.54483], [-10.90512, 2.90136, 1.49434], [-10.12127, 1.74472, 1.65627], [-10.89955, 0.71534, 2.59852], [-12.14163, 0.30924, 1.98630], [-12.83124, -0.69986, 2.74327], [-10.07731, 3.22139, -0.34725], [-9.54630, 4.44178, 0.90437], [-11.12769, 4.35945, 0.04962], [-9.15950, 2.07658, 2.04737], [-9.98449, 1.25910, 0.69006], [-11.13090, 1.16171, 3.56564], [-10.26322, -0.12660, 2.87113], [-13.78854, -0.90955, 2.26609], [-13.00524, -0.34342, 3.75853], [-12.28825, -1.63339, 2.89088]]
}